The following is a DFT calculation (ωB97M-V/def2-TZVPD) of a molecular structure, C20H46MgO13S5 at a distorted geometry.

XYZ file:
```
85
Properties=species:S:1:pos:R:3:mulliken_charge:R:1
Mg 0.069 1.756 0.400 0.917
O -0.888 0.128 0.893 -0.453
C -0.938 -0.583 -0.359 0.690
C -0.445 0.160 -1.642 -0.642
O 0.568 1.248 -1.483 -0.837
H -1.852 -1.150 -0.538 -0.280
H -0.271 -1.437 -0.236 -0.232
H -1.340 0.687 -1.976 0.337
H -0.301 -0.631 -2.378 0.266
C 0.959 -3.613 -4.656 -1.285
C 2.263 -3.429 -3.905 0.450
C 2.518 -1.959 -3.476 -0.059
O 3.140 -2.186 -2.293 -0.299
C 2.940 -3.425 -1.704 0.669
O 3.008 -3.847 -0.512 -0.607
O 2.289 -4.139 -2.674 -0.375
H 0.579 -2.693 -5.100 0.342
H 0.259 -3.962 -3.897 0.328
H 1.085 -4.354 -5.445 0.320
H 3.136 -3.813 -4.432 0.300
H 1.620 -1.371 -3.291 -0.059
H 3.164 -1.442 -4.184 0.252
C -4.844 -1.200 0.053 -1.539
C -4.759 -1.384 1.575 0.565
C -3.644 -0.638 2.346 0.180
O -4.339 -0.115 3.466 -0.330
C -5.551 -0.304 3.399 0.621
O -6.356 -0.110 4.256 -0.611
O -5.890 -0.720 2.135 -0.377
H -5.689 -1.635 -0.481 0.415
H -4.009 -1.606 -0.518 0.272
H -4.750 -0.154 -0.238 0.356
H -4.868 -2.466 1.659 0.195
H -3.224 0.238 1.851 -0.008
H -2.902 -1.329 2.748 0.163
C -1.123 -6.276 0.644 -0.785
S -0.118 -6.008 2.190 0.436
O 1.116 -6.794 1.788 -0.597
C 0.480 -4.261 1.608 -0.924
H -0.508 -5.937 -0.190 0.173
H -1.922 -5.558 0.460 0.341
H -1.358 -7.334 0.525 0.334
H 1.145 -3.732 2.291 0.364
H -0.293 -3.526 1.386 0.406
H 1.015 -4.211 0.660 0.268
C -0.476 3.286 -4.386 -0.766
S -0.706 3.250 -6.195 0.452
O -1.932 4.151 -6.494 -0.626
C 0.834 4.224 -6.796 -0.906
H -1.281 2.725 -3.911 0.246
H -0.221 4.314 -4.127 0.376
H 0.492 2.798 -4.270 0.284
H 1.818 3.818 -6.559 0.334
H 0.673 5.220 -6.384 0.290
H 0.656 4.305 -7.869 0.308
C 3.695 3.365 0.138 -0.632
S 2.110 4.297 -0.110 0.246
O 0.953 3.463 0.151 -0.350
C 2.173 5.184 1.550 -0.766
H 4.501 4.028 -0.174 0.501
H 3.772 2.510 -0.535 0.290
H 3.757 3.177 1.209 -0.059
H 1.925 4.406 2.272 0.051
H 1.499 6.037 1.631 0.338
H 3.162 5.528 1.852 0.398
C -0.147 2.082 5.088 -0.996
S -0.779 3.106 3.580 0.200
O -0.083 2.539 2.366 0.057
C -2.542 2.579 3.642 -0.632
H 0.007 1.092 4.659 0.220
H -1.020 1.840 5.694 0.434
H 0.663 2.579 5.622 0.330
H -2.372 1.504 3.584 -0.028
H -2.953 3.058 2.754 0.372
H -3.245 2.729 4.461 0.435
C 2.128 -0.976 2.183 -0.726
S 2.920 0.606 1.667 0.280
O 1.721 1.399 1.232 -0.398
C 3.301 1.131 3.441 -0.749
H 2.906 -1.652 2.537 0.653
H 1.513 -1.384 1.381 -0.163
H 1.446 -0.808 3.017 0.292
H 2.357 1.423 3.901 -0.030
H 4.034 1.937 3.457 0.328
H 3.570 0.243 4.014 0.446
```

## Properties
Strongest force on any atom (eV/A): 6.0
LUMO (eV): -0.119
E_HOMO (eV): -7.290
2S+1: 1

The following is a DFT calculation (ωB97M-V/def2-TZVPD) of a molecular structure, C13H13IrN6O at a distorted geometry.

XYZ file:
```
34
Properties=species:S:1:pos:R:3:mulliken_charge:R:1
Ir 1.524 0.467 0.697 1.317
C -2.799 3.448 2.529 -0.301
C -3.466 2.347 1.980 -0.679
C -2.763 1.319 1.401 -0.090
C -1.344 1.382 1.358 0.975
C -0.676 2.483 1.947 -0.277
C -1.394 3.503 2.522 -0.888
N -0.612 0.410 0.761 0.152
N -1.168 -0.589 0.139 -0.631
C -0.489 -1.653 -0.228 0.496
C -1.130 -2.732 -0.904 -0.418
C -0.408 -3.861 -1.199 -0.422
C 0.940 -3.933 -0.832 -0.542
C 1.523 -2.833 -0.203 -0.363
N 0.849 -1.736 0.061 -0.178
H -3.364 4.259 2.963 0.445
H -4.544 2.305 2.008 0.425
H -3.249 0.459 0.969 0.488
H 0.417 2.499 1.942 0.296
H -0.893 4.347 2.974 0.426
H -2.174 -2.623 -1.152 0.521
H -0.872 -4.698 -1.699 0.452
H 1.533 -4.812 -1.022 0.453
H 2.561 -2.865 0.106 0.544
N 3.022 -0.439 -2.713 -0.341
C 2.155 0.549 -2.466 0.782
N 1.618 1.215 -3.487 -0.402
O 1.821 0.831 -1.286 -0.746
H 3.365 -0.628 -3.642 0.204
H 3.498 -0.894 -1.950 0.229
H 1.905 1.045 -4.438 0.197
H 0.978 1.976 -3.315 0.237
N 1.947 -0.402 3.631 -0.484
C 1.688 -0.145 2.548 0.123
```

## Properties
Strongest force on any atom (eV/A): 3.3
LUMO (alpha / beta) (eV): -9.237 / -10.964
E_HOMO (alpha / beta) (eV): -14.436 / -15.396
⟨S²⟩: 6.11
Energy above the lowest of the compared OMol25 structures with the same formula, charge and spin (kJ/mol): 179.6
Total charge: +2
2S+1: 5

The following is a DFT calculation (ωB97M-V/def2-TZVPD) of a single C8H8F3NO molecule at a distorted geometry.

XYZ file:
```
21
Properties=species:S:1:pos:R:3:mulliken_charge:R:1
N 0.872 3.254 0.701 -0.660
C 0.760 2.701 -0.758 -0.439
C 0.454 1.176 -0.620 0.293
C -0.005 0.352 -1.638 -0.791
C -0.350 -1.004 -1.302 -0.184
C -0.291 -1.424 -0.063 0.520
O -0.796 -2.789 -0.186 -0.387
C -1.008 -3.515 0.993 0.855
F 0.178 -3.797 1.580 -0.238
F -1.607 -4.745 0.616 -0.271
F -1.756 -2.865 1.849 -0.211
C -0.026 -0.703 0.995 -0.576
C 0.534 0.538 0.726 -0.770
H 1.145 4.150 0.257 0.324
H -0.113 3.289 1.090 0.233
H 1.885 2.935 -1.320 0.250
H -0.039 3.260 -1.507 0.268
H -0.097 0.626 -2.710 0.306
H -0.428 -1.661 -2.052 0.546
H -0.358 -1.062 1.929 0.486
H 1.045 1.284 1.421 0.449
```

## Properties
Strongest force on any atom (eV/A): 6.8
LUMO (eV): 0.765
E_HOMO (eV): -9.046
SMILES: NCc1ccc(OC(F)(F)F)cc1
Energy above the lowest of the compared OMol25 structures with the same formula, charge and spin (kJ/mol): 0.0
2S+1: 1

The following is a DFT calculation (ωB97M-V/def2-TZVPD) of 9 unconnected molecules or ions with the total composition C30H44N3O16 at a distorted geometry.

XYZ file:
```
93
Properties=species:S:1:pos:R:3:mulliken_charge:R:1
C 0.989 2.413 0.583 -2.162
C 0.256 1.134 0.353 1.031
O -0.997 1.222 0.167 -0.597
N 0.902 -0.113 0.090 1.941
H 1.072 -0.189 -0.844 -0.617
H 1.803 -0.155 0.297 -0.481
C 0.159 -1.327 0.508 -1.209
H 1.913 2.191 -0.088 0.198
H 1.148 2.248 1.537 0.606
H 0.594 3.267 0.354 0.662
H -0.599 -1.544 -0.035 1.055
H 0.044 -1.189 1.653 -0.081
H 0.809 -2.211 0.422 0.401
N 3.884 -0.530 1.050 0.959
O 3.781 0.575 0.586 -0.633
O 3.173 -0.914 2.066 -0.562
O 4.360 -1.377 0.290 -0.704
N 0.656 -2.262 4.488 1.036
O 1.123 -2.463 5.567 -0.694
O 1.347 -2.397 3.384 -0.576
O -0.476 -1.746 4.317 -0.748
C -3.122 -1.414 -0.187 -1.111
C -2.780 -1.637 1.302 0.564
C -3.444 -2.936 1.858 -1.195
O -1.443 -1.570 1.553 0.217
H -2.747 -2.257 -0.679 0.004
H -2.564 -0.419 -0.170 0.305
H -4.247 -1.462 -0.291 0.405
H -3.390 -0.717 1.869 0.100
H -3.220 -3.097 2.936 0.349
H -3.245 -3.989 1.446 0.063
H -4.550 -2.821 1.803 0.460
H -1.332 -1.604 2.526 -0.022
C 1.482 -0.533 -4.406 -1.503
C 1.992 0.539 -3.345 0.375
C 0.665 1.241 -2.851 -1.037
O 2.584 0.021 -2.270 -0.252
H 0.644 -0.224 -4.757 0.677
H 1.143 -1.412 -3.842 0.200
H 2.330 -1.031 -5.052 0.280
H 2.605 1.243 -4.047 0.284
H 1.066 2.143 -2.269 -0.050
H -0.113 0.598 -2.529 0.598
H 0.058 1.831 -3.669 0.327
H 3.339 -0.349 -2.413 0.208
C -0.315 -4.122 -3.040 -1.169
C 0.889 -4.536 -2.212 1.344
C 1.838 -5.375 -2.892 -1.679
O 1.398 -3.246 -1.903 -0.140
H -0.872 -3.280 -2.616 0.226
H -1.126 -5.002 -3.078 0.318
H 0.028 -3.968 -4.037 0.413
H 0.614 -4.984 -1.339 -0.378
H 2.746 -5.905 -2.337 0.315
H 2.289 -4.585 -3.811 0.164
H 1.449 -6.276 -3.209 0.488
H 2.157 -3.322 -1.430 0.143
C -0.449 -4.772 0.891 0.926
C 0.225 -5.645 1.819 -0.886
C -0.167 -7.056 1.975 0.213
O 0.383 -7.823 2.750 -0.573
C -1.223 -7.598 1.100 -0.347
C -1.813 -6.741 0.176 -0.739
C -1.379 -5.397 -0.108 0.649
O -1.735 -4.742 -1.044 -0.481
H 0.008 -3.811 0.879 -0.084
H 0.952 -5.123 2.432 0.569
H -1.662 -8.688 1.311 0.265
H -2.620 -7.101 -0.492 0.367
C -0.710 7.469 4.551 -0.344
C -0.721 6.725 5.931 -0.475
C -0.064 5.339 6.030 0.395
O -0.201 4.555 7.002 -0.517
C 0.558 4.879 4.838 -0.316
C 0.382 5.553 3.523 -0.143
C -0.074 6.876 3.441 0.497
O 0.018 7.488 2.433 -0.495
H -1.132 8.595 4.718 0.267
H -1.223 7.109 6.774 0.424
H 1.086 3.791 4.790 0.310
H 0.801 4.960 2.732 0.409
C -0.281 5.781 -3.868 -0.243
C -0.585 7.160 -4.457 -0.436
C -0.948 8.239 -3.388 0.304
O -1.156 9.360 -3.723 -0.505
C -0.973 7.694 -1.979 -0.668
C -0.765 6.310 -1.619 -0.073
C -0.480 5.356 -2.528 0.477
O -0.372 4.254 -2.171 -0.308
H -0.164 4.965 -4.703 0.243
H -0.524 7.268 -5.505 0.444
H -1.107 8.505 -1.366 0.473
H -0.631 6.089 -0.500 0.280
```

## Properties
Strongest force on any atom (eV/A): 10.7
LUMO (eV): -0.912
E_HOMO (eV): -5.017
Energy above the lowest of the compared OMol25 structures with the same formula, charge and spin (kJ/mol): 367.2
Total charge: -1
2S+1: 1

The following is a DFT calculation (ωB97M-V/def2-TZVPD) of a single C6H10O molecule.

XYZ file:
```
17
Properties=species:S:1:pos:R:3:mulliken_charge:R:1
C 0.826 -0.895 1.074 -0.326
C -0.485 -1.074 1.226 -0.318
C -1.575 -0.665 0.266 -0.482
O -1.141 -0.383 -1.045 -0.410
C -0.582 0.902 -1.202 -0.496
C 0.791 1.094 -0.512 -0.602
C 1.511 -0.198 -0.082 -0.616
H 1.462 -1.245 1.889 0.341
H -0.829 -1.563 2.138 0.352
H -2.122 0.208 0.664 0.312
H -2.314 -1.472 0.186 0.339
H -1.296 1.676 -0.856 0.324
H -0.506 1.062 -2.276 0.317
H 0.652 1.690 0.395 0.293
H 1.439 1.679 -1.178 0.363
H 1.643 -0.883 -0.930 0.273
H 2.526 0.068 0.244 0.337
```

## Properties
Strongest force on any atom (eV/A): 0.4
LUMO (eV): 1.076
E_HOMO (eV): -9.263
SMILES: C1=CCOCCC1
Energy above the lowest of the compared OMol25 structures with the same formula, charge and spin (kJ/mol): 66.3
2S+1: 1

The following is a DFT calculation (ωB97M-V/def2-TZVPD) of a molecular structure, C25H25N8O4PdS5.

XYZ file:
```
68
Properties=species:S:1:pos:R:3:mulliken_charge:R:1
Pd -0.058 -0.207 0.144 0.270
O 4.576 -0.066 0.069 -0.710
C 4.748 -0.254 -1.247 0.314
C 6.051 -0.156 -1.746 -0.683
C 6.303 -0.339 -3.089 -0.283
C 5.264 -0.626 -3.972 -0.785
C 3.975 -0.721 -3.485 -0.323
C 3.691 -0.535 -2.130 0.055
C 2.289 -0.617 -1.631 1.214
O 2.093 -0.509 -0.373 -0.769
N 1.353 -0.740 -2.552 -0.887
N 0.068 -0.801 -2.012 0.750
C -0.819 -1.167 -2.849 -0.261
S -2.508 -1.322 -2.408 -0.044
C -3.075 -1.372 -4.125 -0.647
C -2.064 -2.160 -4.933 -0.554
S -0.405 -1.551 -4.520 -0.092
H 3.610 -0.185 0.248 0.318
H 6.845 0.064 -1.045 0.436
H 7.320 -0.262 -3.455 0.356
H 5.462 -0.776 -5.025 0.403
H 3.148 -0.945 -4.144 0.499
H -3.171 -0.354 -4.504 0.294
H -4.057 -1.845 -4.128 0.373
H -2.210 -2.023 -6.005 0.376
H -2.126 -3.223 -4.699 0.291
N -5.510 -0.635 5.011 -0.637
C -4.143 -0.407 4.812 1.008
C -3.190 -1.056 5.594 -0.702
C -1.837 -0.839 5.375 -0.264
C -1.432 0.044 4.387 -0.453
C -2.380 0.721 3.630 -0.186
C -3.725 0.502 3.840 -0.796
S 0.275 0.217 3.961 1.011
O 0.567 1.619 3.822 -0.770
O 1.016 -0.558 4.931 -0.712
N 0.387 -0.436 2.500 -0.185
C 0.211 -1.767 2.360 0.702
S 0.316 -3.047 3.535 -0.071
C -0.060 -4.195 2.292 -0.338
C -0.218 -3.569 1.107 -0.887
N -0.069 -2.210 1.149 -0.031
H -5.718 -1.546 5.389 0.222
H -6.063 -0.451 4.187 0.255
H -3.509 -1.755 6.359 0.297
H -1.089 -1.362 5.956 0.509
H -2.060 1.390 2.846 0.163
H -4.455 0.993 3.208 0.433
H -0.144 -5.247 2.503 0.398
H -0.452 -4.044 0.166 0.454
S -4.989 -0.103 0.373 -0.463
C -3.356 0.010 0.422 0.214
N -2.193 0.087 0.454 -0.427
C 1.736 3.926 -3.207 -1.314
C 1.023 3.435 -1.993 1.069
C 0.426 4.099 -0.944 -1.402
C -0.082 3.095 -0.094 0.324
N 0.203 1.903 -0.594 0.495
N 0.865 2.126 -1.746 0.204
C -0.832 3.245 1.184 -0.915
H 1.778 5.013 -3.198 0.352
H 1.228 3.611 -4.119 0.286
H 2.758 3.543 -3.242 0.308
H 0.361 5.165 -0.802 0.371
H 1.136 1.334 -2.319 -0.011
H -1.004 4.299 1.397 0.311
H -0.281 2.803 2.016 0.138
H -1.796 2.741 1.105 0.124
```

## Properties
Strongest force on any atom (eV/A): 0.1
LUMO (alpha / beta) (eV): 2.094 / 2.094
E_HOMO (alpha / beta) (eV): -5.294 / -5.256
⟨S²⟩: 2.00
Total charge: -1
2S+1: 3